1.
Formula: C5H5N
Source: the Open Molecules 2025 dataset
Level of theory: ωB97M-V with the def2-TZVPD basis set

ORCA input file:
```
! wB97M-V def2-TZVPD RIJCOSX def2/J DEFGRID3
* xyz 0 1
C 1.490 0.218 0.141
C 2.153 1.154 -0.217
C 0.616 -0.944 0.234
C -0.662 -0.542 -0.556
C -2.316 1.071 0.172
N -1.588 0.132 0.013
H 3.048 1.773 -0.137
H 1.298 -1.783 -0.065
H 0.359 -1.094 1.346
H -1.053 -1.016 -1.422
H -3.346 1.031 0.493
*
```

Computed properties:
* E: -248.07810 a.u.
* ΔE to the lowest compared entry with this formula, charge and spin: 517.1 kJ/mol
* largest force on an atom: 2.41 eV/Å



2.
Formula: C2H8N2O3S
Source: the Open Molecules 2025 dataset
Level of theory: ωB97M-V with the def2-TZVPD basis set

ORCA input file:
```
! wB97M-V def2-TZVPD RIJCOSX def2/J DEFGRID3
* xyz 0 1
C -0.315 -2.470 1.716
C -0.715 -1.627 0.421
N -1.508 -0.624 0.353
N 1.431 2.795 -1.628
O -0.254 1.003 -1.956
O 1.249 0.755 -0.062
O -0.511 2.392 -0.065
S 0.492 1.678 -0.789
H 0.770 -2.367 1.770
H -0.875 -2.150 2.552
H -0.584 -3.534 1.604
H -0.182 -1.999 -0.511
H -1.874 -0.453 1.340
H -1.156 0.828 -1.630
H 1.844 3.408 -0.924
H 2.186 2.363 -2.190
*
```

Computed properties:
* E: -814.38590 a.u.
* ΔE to the lowest compared entry with this formula, charge and spin: 86.6 kJ/mol
* largest force on an atom: 2.93 eV/Å



3.
Formula: C3H5N2O
Source: the Open Molecules 2025 dataset
Level of theory: ωB97M-V with the def2-TZVPD basis set

ORCA input file:
```
! wB97M-V def2-TZVPD RIJCOSX def2/J DEFGRID3
* xyz 1 1
C -0.329 -0.900 -0.149
C 2.037 -0.039 0.093
C -1.033 1.304 0.021
N 1.069 -0.855 0.068
N -1.305 0.066 -0.214
O 2.940 0.673 0.179
H -0.672 -1.969 0.115
H -1.756 2.060 -0.211
H -0.116 1.621 0.544
H 1.376 -1.837 0.149
H -2.212 -0.124 -0.595
*
```

Computed properties:
* E: -301.65980 a.u.
* ΔE to the lowest compared entry with this formula, charge and spin: 445.0 kJ/mol
* largest force on an atom: 5.05 eV/Å



4.
Formula: C13H16MoN2O8
Source: the Open Molecules 2025 dataset
Level of theory: ωB97M-V with the def2-TZVPD basis set

ORCA input file:
```
! wB97M-V def2-TZVPD RIJCOSX def2/J DEFGRID3
* xyz 2 3
Mo -0.033 -1.003 0.322
C 4.070 2.307 -1.215
N 3.302 1.065 -0.962
C 4.030 -0.210 -1.130
C 2.076 1.118 -0.581
O 1.396 0.048 -0.320
C 1.338 2.437 -0.424
O 0.226 2.234 0.406
C -1.049 2.634 -0.022
C -1.981 1.427 0.004
O -1.422 0.267 0.134
N -3.262 1.515 -0.074
C -3.967 2.790 -0.304
C -4.101 0.298 -0.006
H 5.036 2.025 -1.618
H 4.223 2.852 -0.285
H 3.560 2.937 -1.941
H 4.852 -0.234 -0.418
H 4.428 -0.246 -2.141
H 3.371 -1.052 -0.960
H 1.067 2.802 -1.420
H 2.000 3.170 0.037
H -1.042 3.067 -1.026
H -1.429 3.382 0.675
H -3.276 3.622 -0.366
H -4.665 2.959 0.512
H -4.521 2.715 -1.238
H -4.048 -0.241 -0.950
H -5.125 0.608 0.176
H -3.763 -0.343 0.802
O -0.176 -6.868 2.295
C -0.157 -5.763 1.873
C 1.099 -5.009 1.334
O 2.201 -5.426 1.193
C 0.557 -3.647 1.027
C -0.768 -3.536 1.259
O -1.225 -2.331 0.980
C -1.385 -4.802 1.770
O -2.520 -5.034 2.027
O 1.083 -2.528 0.576
*
```

Computed properties:
* E: -1283.95930 a.u.
* ⟨S²⟩: 2.27
* largest force on an atom: 2.18 eV/Å